No. 1
{"formula": "C8H63BN2O32", "method": "ωB97M-V/def2-TZVPD", "lumo_ev": -0.31, "max_force_ev_per_a": 4.23, "e_tot_ev": -78496.8924, "orbital_gap_ha": 0.3666, "elements": ["H", "H", "H", "H", "H", "O", "O", "H", "O", "O", "O", "H", "H", "H", "H", "H", "H", "H", "H", "O", "H", "H", "H", "H", "H", "H", "O", "C", "B", "H", "C", "H", "O", "O", "O", "H", "H", "O", "H", "H", "C", "O", "O", "H", "O", "H", "H", "N", "H", "O", "H", "H", "O", "H", "O", "O", "H", "O", "H", "H", "H", "H", "H", "H", "H", "H", "O", "C", "O", "H", "H", "C", "H", "H", "O", "H", "H", "C", "O", "O", "H", "H", "O", "O", "O", "O", "O", "H", "H", "H", "N", "H", "O", "O", "H", "H", "O", "C", "H", "H", "H", "H", "H", "C", "H", "H"], "positions_angstrom": [[-3.64749, 0.00076, -4.22559], [0.53776, -4.47553, 3.04986], [0.96662, 3.86753, -6.60901], [1.78094, 0.96122, 7.55637], [3.39453, -0.56152, 2.32542], [1.38431, 0.39643, 4.15100], [-2.76014, -2.15492, -2.00555], [-0.51033, 0.43766, 5.32572], [1.81731, -6.18122, 7.56977], [3.59739, -4.66491, -2.38504], [-4.03661, -0.58211, -4.87722], [0.49099, 2.52080, 2.78116], [2.23558, 7.03274, -3.49238], [5.72564, -0.12482, 0.66438], [2.27172, 4.75789, -8.04902], [-0.76499, 2.46225, 5.30899], [3.87078, 0.65900, -2.42012], [-2.43024, -0.88090, 5.66659], [-1.59563, 0.83113, -6.25847], [-1.28409, 0.57188, 5.89524], [1.23570, 4.08559, -3.05655], [-3.73633, -0.85170, 1.03945], [-5.60156, -2.18726, 0.84100], [-0.33382, -6.36782, -0.49321], [5.99009, -1.00005, 1.89189], [-3.28151, -0.05938, 7.39347], [0.56324, 4.62457, -6.16638], [1.59062, 0.08429, 2.99738], [-2.05372, 1.97872, -2.69946], [0.99024, 6.28587, -3.94944], [-0.79512, 2.07912, 1.21719], [1.58907, -6.23604, 5.48758], [-0.01170, -4.63332, 2.27485], [-1.96663, 0.22687, -6.90887], [-6.22401, -2.87910, 0.57156], [0.96840, -6.42940, 4.10542], [-0.27536, 2.38425, -8.45198], [3.41274, 2.30839, -3.76886], [-3.74501, -1.18947, 4.95582], [-0.46251, -3.51498, 6.04199], [0.02619, 1.64925, 2.36704], [1.27576, -5.74958, 4.71278], [1.80205, 6.17627, -3.44345], [4.07731, -5.30723, -2.91338], [1.15009, -0.12189, -4.93900], [2.59623, -1.64769, 3.41226], [-3.17141, 3.54763, -2.84500], [0.21199, -1.90017, 0.98798], [1.08805, -0.92317, -4.40836], [-1.05034, -6.54285, 0.11997], [2.60180, -2.80875, -1.19383], [4.03968, 2.30725, -4.49798], [-3.31812, 1.98905, -0.11739], [0.25617, 0.01650, -5.26452], [1.91029, 4.18188, -8.73205], [-3.22062, 2.60461, -2.97775], [-3.51908, -2.00517, -2.58029], [1.01853, 1.04953, 6.98080], [0.51410, 1.28556, -2.30541], [-4.14586, 1.17772, 7.24459], [1.59836, 3.15598, -1.62147], [0.04815, 3.87053, -1.76021], [1.74678, -1.62858, -0.76472], [-1.58672, 2.66822, 1.61982], [1.83083, -5.23935, 7.76507], [3.83078, 2.86891, -3.10538], [1.03090, 0.72913, 1.98212], [2.45146, -1.00425, 2.58120], [-0.38259, 0.15668, -0.10914], [-4.98923, 0.00868, 0.98933], [-0.27247, -3.74439, 2.00882], [0.36656, 2.13139, -2.94413], [1.04763, 1.64688, -8.41545], [-0.59254, 1.26857, 3.14187], [2.48039, -1.86310, -1.33759], [2.57451, 4.19302, -9.42764], [-0.22160, 4.80835, -6.68849], [-0.21005, -0.94937, 0.44738], [0.28715, 1.86466, -7.86912], [-2.08695, 0.97316, -1.70192], [3.88422, -0.38954, -1.28953], [1.28158, 0.62357, 6.15551], [-0.62046, 3.39542, 5.09628], [-3.51503, 0.76284, 7.83727], [-4.51932, -0.61853, 1.55039], [-3.09627, -1.58074, 5.55093], [5.38086, -0.34711, 1.53594], [2.83927, -4.43342, -2.93042], [-1.29422, 0.20285, -7.59706], [-7.07341, -2.43573, 0.51731], [-1.43856, 0.93763, 0.53700], [-1.27196, -2.52043, 5.22569], [4.44410, 0.22374, -1.77661], [-0.37612, -2.68802, 5.54899], [1.77237, -6.60405, 8.43064], [0.98030, 1.97279, -3.78692], [-0.98664, 2.26294, -3.44540], [-2.35819, 1.36797, -0.45510], [2.06393, -1.53047, 1.73652], [-0.81135, -6.03934, 0.90801], [-1.27521, 3.83342, 5.64521], [-3.36309, -0.63524, -5.56725], [-2.29407, -1.31701, -1.98864], [0.83764, 3.41657, -2.32985], [-0.27618, 2.69783, 0.50349], [-0.90521, 0.96573, 6.69533]], "mulliken_charge": [0.2606, 0.3674, 0.2409, 0.2876, 0.0897, -0.6863, -0.6528, 0.2004, -0.6298, -0.6001, -0.6546, 0.5506, 0.2791, 0.2981, 0.3208, 0.5626, 0.3365, 0.3052, 0.2514, -0.5769, 0.3345, 0.3426, 0.3939, 0.2907, 0.2844, 0.3314, -0.5433, 0.6796, 0.2946, 0.2867, -0.6088, 0.3047, -0.6554, -0.6507, -0.6380, 0.3083, 0.2982, -0.5479, 0.3374, 0.2408, -0.5806, -0.6256, -0.6154, 0.2859, -0.5806, 0.3728, 0.2945, -0.8044, 0.2994, -0.6231, 0.3058, 0.2123, -0.5087, 0.2758, -0.5706, -0.5313, 0.3197, -0.6362, -0.0775, 0.3067, 0.2900, 0.4723, 0.1718, 0.4773, 0.3111, 0.3077, -0.2318, -0.7417, -0.0532, 0.3155, 0.3060, 0.3066, 0.2819, 0.1585, -0.5708, 0.2825, 0.3042, 0.7047, -0.5902, 0.3736, 0.3440, 0.3887, -0.6239, -0.6186, -0.6910, -0.6983, -0.6149, 0.3028, 0.3512, 0.2874, 0.5566, 0.3416, -0.6577, -0.5932, 0.3011, 0.3542, -0.4409, -0.1550, 0.2589, 0.3617, 0.2870, 0.3821, 0.3224, -1.3710, 0.2681, 0.3283]}


No. 2
{"formula": "C3H2N2O2", "method": "ωB97M-V/def2-TZVPD", "lumo_ev": -1.26, "max_force_ev_per_a": 5.12, "smiles": "C=C(C#N)[N+](=O)[O-]", "e_tot_ev": -10213.6776, "orbital_gap_ha": 0.3698, "e_above_lowest_ev": 4.511, "elements": ["N", "N", "C", "O", "H", "C", "C", "O", "H"], "positions_angstrom": [[-0.89859, 1.06494, 0.05882], [-1.07437, -2.55051, -0.04946], [-0.04082, -0.20172, 0.00223], [-0.40813, 2.08519, -0.24671], [1.59416, 0.93668, -0.00850], [1.30029, -0.04619, 0.04750], [-0.63511, -1.45553, -0.06739], [-2.07945, 0.90209, 0.31735], [2.24201, -0.73496, -0.05384]], "nbo_charge": [0.5454, -0.2264, -0.0912, -0.3320, 0.2181, -0.2355, 0.2216, -0.3543, 0.2541]}


No. 3
{"formula": "C43H48N2O3P2Ru", "method": "ωB97M-V/def2-TZVPD", "multiplicity": 5, "lumo_ev": [-5.41, -8.48], "max_force_ev_per_a": 3.14, "charge": 2, "s2": 6.047, "e_tot_ev": -75633.7219, "orbital_gap_ha": [0.2825, 0.1710], "e_above_lowest_ev": 0.244, "elements": ["H", "H", "H", "H", "P", "C", "C", "H", "C", "C", "C", "C", "C", "H", "N", "C", "H", "C", "H", "H", "C", "C", "H", "H", "C", "H", "H", "C", "H", "C", "H", "C", "H", "P", "N", "H", "H", "H", "H", "H", "H", "H", "C", "H", "H", "H", "H", "H", "O", "C", "C", "H", "C", "H", "H", "Ru", "H", "C", "O", "H", "H", "H", "C", "C", "H", "H", "C", "C", "C", "C", "H", "C", "H", "C", "C", "C", "C", "H", "C", "C", "O", "C", "H", "C", "C", "H", "H", "C", "H", "C", "C", "C", "H", "H", "H", "C", "H", "C", "C"], "positions_angstrom": [[0.58830, 2.54246, -0.21968], [1.99821, -0.70384, -11.92600], [-3.25095, -3.81297, -12.34763], [2.27886, -0.43578, 5.54718], [-0.07014, -2.06198, -8.84777], [-2.34139, -4.00473, -11.76896], [2.46780, 0.27660, -11.99514], [2.40316, -0.86133, -0.06027], [-1.07906, -2.24360, -7.32604], [1.25199, 3.94964, -7.20713], [3.57944, 1.98618, -13.32755], [-2.55167, 0.31110, -2.16144], [-0.47309, 0.26105, 5.03996], [-3.46672, 1.41646, 0.65650], [0.37031, -0.50811, 1.59050], [1.00874, 2.84451, -8.02906], [-1.86029, -0.45196, -9.49610], [-0.30046, 1.48098, -1.89858], [-2.42909, -3.80044, -8.00748], [1.44154, 2.29649, 4.46941], [-1.37351, -1.47740, -5.04920], [1.97351, -0.09252, -0.71578], [3.90566, 1.11312, -7.45660], [1.72900, 1.78945, 6.17489], [-2.03480, -0.54825, -1.03378], [-2.60823, 0.26480, 5.28417], [-0.23145, 1.38560, -10.33078], [-2.39042, 1.21317, 0.79109], [-2.07653, -6.01036, -12.55874], [-0.73418, -1.37050, -6.27792], [4.34751, 3.11000, -6.03564], [3.41287, 3.03291, -6.58758], [-0.39296, 1.35460, 5.07542], [1.81666, 0.41758, -9.26983], [0.40930, -2.46053, 2.88396], [2.76601, 0.02996, 3.91216], [2.39304, 0.89578, -0.48897], [-1.31242, 1.13944, -3.74384], [-2.31832, -2.02854, -10.89342], [-0.25767, -0.07232, 6.06695], [-1.26091, 3.01548, 0.96567], [-2.12592, -0.95766, 1.08307], [2.06039, 1.67010, 5.12995], [0.39051, -3.47825, 2.88372], [-2.10836, 2.32925, -2.72058], [-2.81824, -0.35904, -2.99176], [0.06421, -6.37377, -11.32413], [-2.23182, 2.92447, -0.52553], [0.82568, -2.48379, 5.10284], [2.44776, 4.05053, -6.49374], [3.67532, 2.79359, -12.18888], [-3.47972, 0.82057, -1.86996], [-2.04016, -0.16625, 0.32510], [0.03260, -0.60766, -6.43627], [0.49528, 4.73646, -7.13540], [0.00730, -0.03942, -0.47476], [0.61010, 1.60382, -2.48793], [-0.77140, -0.51195, -9.44050], [-0.00791, -2.51712, 0.61321], [0.89211, -4.65376, -9.72122], [-1.95538, -1.26056, 4.62717], [-2.21873, 1.24737, 1.87698], [-2.12440, -3.16945, -7.17404], [-1.68359, -5.23282, -11.89402], [3.23446, 3.00180, -10.08661], [0.06290, 2.75549, -8.56579], [3.17848, 1.92627, -7.39640], [0.65034, -1.81506, 4.09211], [-0.49319, -5.44846, -11.17725], [-2.76918, -3.25726, -5.93509], [-2.04719, -1.62451, -1.23115], [-0.72748, -3.26772, -10.10098], [4.14177, 3.78176, -12.25796], [-0.29617, 1.99176, -0.56632], [0.23575, -1.86187, 1.63421], [0.65449, -0.26952, 4.10477], [3.16698, 2.35180, -10.95979], [-3.56970, -3.98546, -5.79730], [2.55322, 1.09422, -10.85184], [-1.57606, 2.36244, 0.14695], [0.47152, 1.52689, 2.51431], [0.06965, 0.51095, -9.74330], [3.97385, 2.33437, -14.29132], [-1.83707, -3.00686, -10.91595], [2.96555, 0.72404, -13.22806], [-1.06513, -0.83097, -4.22672], [3.10041, 2.01493, 5.07149], [-0.02228, -4.48084, -10.28532], [2.63668, 4.91851, -5.86323], [-2.38288, -2.43377, -4.87124], [1.99562, 1.85783, -8.16001], [2.01599, 0.20923, 4.69397], [2.87226, 0.09473, -14.11234], [-2.03772, 0.21316, 3.58152], [2.10298, -0.34499, -1.77976], [0.49368, 0.30052, 2.68158], [-2.85758, -2.53567, -3.89630], [-1.57307, 1.36833, -2.69817], [-1.85739, -0.16268, 4.60163]], "mulliken_charge": [0.4796, 0.3986, 0.4007, 0.5088, 0.3313, -0.6217, -0.3076, 0.3549, 0.7368, -0.7364, -0.4508, -0.9875, -1.1915, 0.8038, 0.6400, -0.0422, 0.7323, -0.3623, 0.3844, 0.3185, -0.4015, -1.1247, 0.4112, 0.3263, -0.1713, 0.4791, 0.7943, -0.4232, 0.3924, -0.6599, 0.4644, -0.7177, 0.4264, 0.2530, 0.0633, 0.4071, 0.3163, 0.4965, 0.2914, 0.4585, 0.5808, 0.8370, -1.2838, 0.3196, 0.4714, 0.1728, 0.3948, 0.3701, -0.5912, -0.5146, -0.6061, 0.4936, -0.2527, 0.3393, 0.4282, 0.3923, 0.8840, -0.5895, -0.6099, 0.3959, 0.3020, -0.3325, -0.4836, -0.5015, 0.2950, 0.4067, -0.3237, -0.1878, -0.5483, -0.8220, 0.6114, 0.3539, 0.3811, 0.0576, 0.2449, 2.1515, -0.3135, 0.3934, 0.4667, -1.5669, -0.6022, -0.7512, 0.3790, 0.0837, -0.6591, 0.5992, 0.3825, -0.4543, 0.4507, -0.6330, 0.3685, -1.0456, 0.3862, -0.0304, 0.3604, -0.7321, 0.3726, -1.3086, -0.8539]}